No. 1
The following is a DFT calculation (ωB97M-V/def2-TZVPD) of 4 unconnected molecules or ions with the total composition C16H28FN3Si at a distorted geometry.

Geometry as XYZ:
```
49
C16H28FN3Si, DFT ωB97M-V/def2-TZVPD
C 1.948 0.631 1.737
C 0.722 -0.088 1.602
Si -1.119 -0.673 1.247
C -2.189 0.886 0.715
C -3.232 1.365 1.917
F -1.182 2.007 0.610
H 2.783 1.483 1.777
H -1.122 -1.714 0.188
H -1.779 -1.164 2.484
H -2.746 0.699 -0.297
H -3.021 0.754 2.893
H -3.000 2.507 2.170
H -4.372 1.315 1.579
C -5.378 -4.424 2.734
C -5.677 -2.942 2.934
C -5.942 -2.206 1.619
C -4.716 -2.297 0.725
N -3.700 -2.373 -0.018
H -4.468 -4.577 2.145
H -5.225 -4.915 3.701
H -6.208 -4.927 2.225
H -4.833 -2.477 3.458
H -6.554 -2.841 3.584
H -6.164 -1.152 1.817
H -6.801 -2.643 1.100
C 1.262 -1.851 -2.300
C 1.892 -0.465 -2.392
C 2.235 -0.062 -3.828
C 3.235 -1.046 -4.412
N 4.064 -1.863 -4.897
H 1.947 -2.631 -2.649
H 1.007 -2.085 -1.262
H 0.344 -1.906 -2.897
H 2.797 -0.445 -1.773
H 1.197 0.269 -1.971
H 2.671 0.943 -3.841
H 1.334 -0.050 -4.450
C 4.577 4.615 -1.244
C 5.590 3.475 -1.228
C 5.092 2.247 -0.463
C 4.818 2.621 0.985
N 4.590 2.930 2.185
H 4.369 4.985 -0.235
H 4.963 5.458 -1.825
H 3.631 4.294 -1.695
H 6.524 3.837 -0.783
H 5.815 3.186 -2.261
H 5.847 1.454 -0.493
H 4.173 1.858 -0.915
```

Results
**E_LUMO**: 0.50 eV
**Highest occupied orbital energy**: -9.3 eV
**HOMO-LUMO gap**: 9.8 eV
**Total charge**: 0
**SMILES string**: C#C[SiH2][C@@H](C)F.CCCC#N.CCCC#N.CCCC#N

No. 2
The following is a DFT calculation (ωB97M-V/def2-TZVPD) of a molecular structure, C16H28GeN2O3PRe at a distorted geometry.

Geometry as XYZ:
```
52
C16H28GeN2O3PRe, DFT ωB97M-V/def2-TZVPD
Re -0.079 -0.244 -0.458
N -1.217 1.549 -1.011
C -2.663 1.326 -0.719
C -2.827 0.350 0.424
O -3.793 0.330 1.133
N -1.775 -0.573 0.479
C -1.865 -1.665 1.446
C -0.461 -2.148 1.709
O -0.161 -2.899 2.579
O 0.452 -1.623 0.837
H -0.889 2.338 -0.462
H -1.113 1.831 -1.980
H -3.111 0.853 -1.591
H -3.195 2.250 -0.514
H -2.440 -2.502 1.047
H -2.331 -1.355 2.376
C 3.055 0.141 1.090
P 2.384 -0.132 -0.573
C 3.325 1.046 -1.582
C 2.999 -1.760 -1.077
C 3.051 -2.819 -0.171
C 3.441 -4.080 -0.599
C 3.774 -4.297 -1.929
C 3.731 -3.246 -2.836
C 3.343 -1.983 -2.412
H 2.559 -0.501 1.815
H 2.897 1.183 1.368
H 4.125 -0.071 1.085
H 4.377 0.765 -1.547
H 3.201 2.046 -1.165
H 2.990 1.057 -2.615
H 2.782 -2.671 0.867
H 3.482 -4.895 0.111
H 4.072 -5.285 -2.259
H 4.006 -3.406 -3.870
H 3.325 -1.170 -3.128
C -0.865 -1.636 -5.285
Ge -0.506 -0.161 -4.078
C -1.996 1.100 -4.193
C 1.103 0.772 -4.639
C -0.353 -1.085 -2.314
H -0.994 -1.249 -6.298
H -1.778 -2.160 -4.996
H -0.039 -2.349 -5.286
H -2.203 1.217 -5.259
H -1.778 2.102 -3.814
H -2.907 0.721 -3.729
H 0.929 1.125 -5.658
H 1.962 0.101 -4.663
H 1.330 1.640 -4.020
H 0.453 -1.819 -2.438
H -1.295 -1.643 -2.234
```

Results
**⟨S²⟩**: 0.76
**E_LUMO (spin up / spin down)**: -5.02 / -4.67 eV
**Highest occupied orbital energy (spin up / spin down)**: -11.6 / -11.8 eV
**HOMO-LUMO gap (spin up / spin down)**: 6.6 / 7.1 eV
**Total charge**: +1
**Spin multiplicity**: 2

No. 3
The following is a DFT calculation (ωB97M-V/def2-TZVPD) of a molecular structure, C16H28MgO8 at a distorted geometry.

Geometry as XYZ:
```
53
C16H28MgO8, DFT ωB97M-V/def2-TZVPD
Mg -0.283 -0.469 -0.058
C 3.708 -0.451 -1.455
C 2.276 0.067 -1.524
O 1.392 -0.830 -0.964
H 3.997 -0.631 -0.418
H 4.404 0.252 -1.923
H 3.749 -1.421 -1.958
H 2.052 0.266 -2.593
H 2.222 1.034 -0.980
C -1.958 -2.419 3.349
C -1.429 -2.681 1.959
O -1.106 -1.550 1.287
H -1.250 -1.795 3.907
H -2.039 -3.366 3.894
H -2.920 -1.905 3.331
H -2.193 -3.296 1.433
H -0.567 -3.378 2.077
O 0.777 0.822 1.321
C 1.408 0.644 2.327
O 2.493 -0.135 2.352
C 3.089 -0.126 3.654
C 2.011 0.363 4.624
C 1.140 1.236 3.698
H 3.971 0.523 3.616
H 3.474 -1.115 3.895
H 2.416 0.993 5.409
H 1.448 -0.486 4.999
H 1.527 2.256 3.677
H 0.070 1.167 3.872
O -1.361 1.250 -0.194
C -1.407 2.410 -0.490
O -1.127 2.838 -1.730
C -1.398 4.256 -1.815
C -1.217 4.773 -0.387
C -1.707 3.585 0.434
H -2.426 4.368 -2.158
H -0.694 4.690 -2.517
H -1.778 5.692 -0.216
H -0.173 4.976 -0.158
H -2.783 3.564 0.624
H -1.174 3.411 1.364
O -1.410 -1.068 -1.577
C -1.479 -1.624 -2.639
O -2.593 -1.618 -3.362
C -2.495 -2.544 -4.485
C -1.082 -3.133 -4.453
C -0.364 -2.363 -3.349
H -2.778 -2.005 -5.383
H -3.243 -3.311 -4.282
H -0.572 -2.993 -5.411
H -1.070 -4.212 -4.316
H 0.286 -1.565 -3.709
H 0.163 -2.946 -2.599
```

Results
**E_LUMO**: 0.50 eV
**Highest occupied orbital energy**: -7.0 eV
**HOMO-LUMO gap**: 7.5 eV
**Total charge**: 0

No. 4
The following is a DFT calculation (ωB97M-V/def2-TZVPD) of a molecular structure, C16H29B3BeCsF6LiN3O15 at a distorted geometry.

Geometry as XYZ:
```
75
C16H29B3BeCsF6LiN3O15, DFT ωB97M-V/def2-TZVPD
C -1.277 3.288 4.351
N -1.301 2.929 2.875
C -2.702 2.670 2.363
C -0.485 1.622 2.808
O -1.136 0.518 3.193
C 1.070 1.709 2.293
B 1.375 0.496 1.216
O 2.817 0.316 0.824
C 2.693 -0.871 -0.086
C 1.978 -1.898 1.023
B 3.003 -2.602 2.142
O 2.402 -2.926 3.472
O 4.447 -2.872 1.879
O 1.007 -0.902 1.570
H -2.210 3.890 4.721
H -0.266 3.885 4.528
H -1.195 2.336 5.067
H -2.754 1.912 1.454
H -3.467 2.307 3.171
H -3.086 3.709 1.918
H 1.173 2.734 1.689
H 1.869 1.781 3.164
H 0.780 0.890 0.253
H 3.698 -1.262 -0.550
H 1.853 -0.669 -0.896
H 1.505 -2.758 0.356
H 3.120 -3.242 4.111
H 4.940 -2.032 2.182
Be 5.837 -0.877 3.155
O -2.741 5.654 1.440
H -2.278 6.378 1.059
F -4.942 5.992 2.068
Cs -0.176 1.910 -0.384
B 0.445 -5.889 0.794
F -0.725 -5.423 1.521
F 1.494 -6.239 1.738
F 0.092 -7.058 0.005
F 0.918 -4.834 -0.088
Li 0.200 2.026 6.405
C -7.612 2.232 1.824
C -6.662 3.323 2.184
O -5.426 2.860 1.688
C -5.743 2.075 0.621
O -4.944 1.719 -0.228
O -7.070 1.741 0.614
F -6.562 3.451 3.526
H -7.634 1.427 2.565
H -8.631 2.600 1.675
H -6.900 4.292 1.733
C 2.052 5.115 -7.338
O 3.261 4.401 -7.082
C 3.649 4.408 -5.782
O 3.063 4.957 -4.862
O 4.801 3.700 -5.683
C 5.331 3.622 -4.361
H 1.838 5.043 -8.408
H 1.217 4.669 -6.788
H 2.167 6.172 -7.080
H 4.626 3.116 -3.692
H 5.576 4.620 -3.984
H 6.251 3.033 -4.399
N 8.763 1.724 -4.311
O 9.636 0.847 -4.415
O 9.049 2.913 -4.526
O 7.603 1.411 -3.994
N -2.143 -8.490 -0.490
C -2.221 -9.820 -0.166
C -3.351 -10.336 -0.759
C -3.974 -9.283 -1.470
C -3.205 -8.155 -1.289
H -1.415 -7.856 -0.187
H -1.468 -10.283 0.458
H -3.690 -11.362 -0.689
H -4.884 -9.340 -2.052
H -3.323 -7.145 -1.658
```

Results
**E_LUMO**: -4.36 eV
**Highest occupied orbital energy**: -5.4 eV
**HOMO-LUMO gap**: 1.1 eV
**Total charge**: -1

No. 5
The following is a DFT calculation (ωB97M-V/def2-TZVPD) of C16H29BrN2O4P2 in the gas phase at a distorted geometry.

Geometry as XYZ:
```
54
C16H29BrN2O4P2, DFT ωB97M-V/def2-TZVPD
C 0.428 -3.413 2.107
O 0.061 -3.811 0.784
C 1.093 -3.554 -0.174
C 1.073 -2.047 -0.732
C 2.417 -1.361 -0.310
C 2.516 0.196 -0.255
C 3.198 1.034 -1.431
O 2.995 2.385 -0.936
C 2.155 2.430 0.262
P 1.357 4.087 0.681
N 2.592 5.263 0.214
O 1.222 4.296 2.349
C 1.231 1.140 -0.035
C 0.486 0.643 1.256
C -1.029 1.022 1.480
C -2.017 -0.245 1.377
C -3.374 0.074 0.612
N -3.568 -0.716 -0.622
C -3.175 -2.034 -0.913
C -3.603 -2.244 -2.289
C -4.295 -1.023 -2.818
C -4.241 -0.111 -1.684
P 0.395 1.677 -1.644
O -0.773 2.892 -1.357
Br -0.918 0.016 -2.502
H 0.001 -4.107 2.883
H 1.532 -3.359 2.290
H -0.046 -2.405 2.302
H 2.102 -3.775 0.290
H 1.014 -4.271 -1.043
H 1.021 -2.166 -1.849
H 0.136 -1.546 -0.393
H 2.696 -1.762 0.711
H 3.230 -1.755 -0.993
H 3.283 0.360 0.560
H 2.905 0.818 -2.489
H 4.286 0.759 -1.411
H 2.895 2.313 1.125
H 3.528 4.872 0.419
H 2.605 5.349 -0.813
H 2.103 4.219 2.773
H 0.553 -0.471 1.431
H 1.058 1.080 2.133
H -1.428 1.873 0.879
H -1.122 1.346 2.559
H -2.336 -0.516 2.428
H -1.511 -1.158 0.976
H -3.377 1.157 0.309
H -4.280 -0.050 1.277
H -2.636 -2.702 -0.213
H -3.435 -3.171 -2.888
H -4.730 -0.867 -3.830
H -4.652 0.919 -1.649
H -1.620 2.421 -1.197
```

Results
**E_LUMO**: 0.42 eV
**Highest occupied orbital energy**: -8.0 eV
**HOMO-LUMO gap**: 8.4 eV
**Total charge**: 0
**SMILES string**: COCCC[C@H]1CO[C@@H](P(N)O)[C@@]1(CCCCn1cccc1)P(O)Br

No. 6
The following is a DFT calculation (ωB97M-V/def2-TZVPD) of a molecular structure, C16H29ClN4O5PPtS.

Geometry as XYZ:
```
58
C16H29ClN4O5PPtS, DFT ωB97M-V/def2-TZVPD
Pt -0.291 0.459 -0.179
O -0.502 2.878 -3.210
Cl 0.482 2.442 -2.268
O 1.697 3.186 -2.372
O -0.068 2.610 -0.869
O 0.735 1.002 -2.399
C -3.415 1.652 -2.260
N -3.146 2.685 -1.283
C -3.156 4.109 -1.668
C -2.645 4.818 -0.402
N -2.509 3.695 0.538
C -2.687 2.517 -0.055
S -2.406 1.032 0.806
H -4.286 1.941 -2.846
H -3.630 0.730 -1.741
H -2.562 1.523 -2.928
H -4.167 4.408 -1.938
H -2.500 4.260 -2.522
H -3.345 5.557 -0.024
H -1.682 5.292 -0.568
H -1.985 3.760 1.393
N 4.434 -1.777 3.944
C 3.339 -1.716 3.155
O 2.463 -2.566 3.154
C 3.229 -0.539 2.226
C 4.298 0.114 1.633
C 4.046 1.115 0.710
C 2.737 1.410 0.379
N 1.693 0.773 0.940
C 1.951 -0.168 1.858
H 4.520 -2.550 4.582
H 5.096 -1.026 4.007
H 5.320 -0.169 1.858
H 4.852 1.653 0.229
H 2.510 2.178 -0.347
H 1.102 -0.646 2.323
C 1.842 -3.693 -0.719
C 1.581 -2.183 -0.664
P -0.126 -1.768 -0.230
C -0.486 -2.664 1.306
C -1.680 -2.138 2.110
C -1.128 -2.496 -1.552
C -2.592 -2.060 -1.575
H 2.864 -3.865 -1.055
H 1.178 -4.205 -1.416
H 1.736 -4.150 0.266
H 1.788 -1.703 -1.624
H 2.230 -1.715 0.079
H 0.426 -2.620 1.910
H -0.636 -3.708 1.021
H -1.596 -1.066 2.288
H -1.720 -2.636 3.079
H -2.630 -2.317 1.604
H -1.048 -3.577 -1.433
H -0.636 -2.222 -2.487
H -3.122 -2.357 -0.669
H -3.104 -2.513 -2.425
H -2.660 -0.984 -1.669
```

Results
**E_LUMO**: -4.03 eV
**Highest occupied orbital energy**: -11.2 eV
**HOMO-LUMO gap**: 7.1 eV
**Total charge**: +1